Entry 1:
A molecular structure, C28H27CdF6N8O7PS2 at a distorted geometry. Source: the Open Molecules 2025 dataset; level of theory: ωB97M-V with the def2-TZVPD basis set.

Element x y z (Å)
N: 2.58825 -2.25414 -0.17775
O: 2.57105 0.28923 2.38010
C: -5.37713 -1.28338 0.16646
H: -2.54450 6.23346 -4.66237
H: 5.68663 -1.62050 -1.32547
C: -0.18724 2.74360 -2.52565
O: 4.14706 -0.22715 -2.61312
H: -5.66754 -1.57249 1.18381
H: 0.23862 -4.09237 -3.76642
F: 5.42345 2.36153 3.77202
H: 6.19760 -3.58448 0.28403
Cd: 0.49331 -0.17594 -0.18054
N: -1.62388 -3.27014 2.50221
C: -1.87635 -4.91648 -1.96584
C: 4.16177 -3.83189 0.75967
N: -2.01650 0.25203 0.12405
C: 3.56026 -1.77410 -0.95319
C: 2.88068 -3.27474 0.62612
H: -1.64195 3.92141 -4.61991
H: -1.74428 -5.57051 -2.81598
S: 1.17809 3.04092 2.35664
C: -0.78785 -2.84043 3.52769
H: 0.83158 -1.33794 3.53030
N: -0.33835 -1.57146 1.68587
C: -1.23098 -2.50893 -1.34286
C: -0.11417 -3.39694 -3.03671
N: -0.34876 -1.55102 -1.73974
C: 0.59744 3.07836 4.08820
F: 1.42614 3.92342 4.74440
H: -0.07714 4.69636 -0.64720
P: -2.43089 -2.49282 -0.01743
H: -1.60911 -5.47260 -1.03715
S: 3.44796 1.41118 2.34406
O: -0.02403 2.22013 -1.40248
H: -5.03620 1.64858 0.32066
C: -1.79621 6.73368 -2.73259
F: 5.08931 0.16349 3.96889
C: -0.77879 4.15075 -2.62950
H: -2.18251 7.75913 -2.77595
C: -0.62567 5.00184 -1.52674
H: -2.33977 -5.06176 3.33608
C: -1.46276 4.59213 -3.77563
N: -4.21545 -0.37662 0.19167
N: -1.09904 -3.68085 -2.09990
H: 1.02791 -1.55781 -3.43151
C: -4.16131 1.02951 0.29149
H: 1.02783 1.48628 -3.72644
H: 2.04193 -3.64917 1.21670
C: -2.84304 1.39221 0.25805
N: 2.70383 2.79309 2.47085
H: 0.30408 2.93690 -4.59453
C: -1.30789 -2.48220 1.38908
H: -5.11387 -2.14481 -0.43189
H: -2.83415 -4.75708 1.59035
H: -0.94328 7.00894 -0.75201
H: -6.24472 -0.76345 -0.27600
H: -0.84840 -3.20445 4.53752
C: 4.52635 1.37690 3.84559
C: 4.89504 -2.18233 -0.78013
C: -1.09807 6.29660 -1.60033
H: -0.69215 1.46677 -4.25969
F: 3.65991 1.58451 4.88793
O: 0.46651 1.92758 1.71732
C: 5.19455 -3.23552 0.07824
C: -2.67033 -4.31532 2.58335
F: 0.81744 1.82233 4.59887
C: 3.19994 -0.64638 -1.92962
C: 0.02599 -1.87135 3.02245
O: 1.97265 -0.29812 -1.90412
C: 0.13964 2.11331 -3.87862
O: 0.92746 4.34234 1.81726
H: -2.93878 -4.67516 -1.89130
H: -2.43431 2.38825 0.41212
H: 4.30877 -4.69268 1.40310
C: -1.96966 5.86532 -3.80259
C: 0.33603 -2.13370 -2.84474
C: -2.87583 -0.78933 0.04766
O: 4.36232 1.48964 1.25991
F: -0.68760 3.45933 4.26649
H: -3.61693 -3.86250 2.88638

Results
gap between HOMO and LUMO: 8.170 eV
relative energy (zero: lowest compared OMol25 entry of this formula, charge and spin): 9.1 kcal/mol

Mulliken atomic charge list, values in e, 2 entries: atom 1 (N): 0.3201, atom 2 (O): -0.5652

Entry 2:
A molecular structure, C39H39N3O3ReSSb at a distorted geometry. Source: the Open Molecules 2025 dataset; level of theory: ωB97M-V with the def2-TZVPD basis set.

Element x y z (Å)
H: -0.23724 -4.53723 -0.75238
H: -3.23315 -2.17078 -5.68669
H: -0.62603 -2.84612 -0.99136
Re: -0.30639 -0.46346 0.14283
C: -3.84279 -1.66626 2.10099
C: 1.98400 -2.51833 0.04704
H: -0.15975 -3.83410 -2.39019
C: 0.30755 0.94201 2.62250
C: 1.84106 2.71953 3.13717
H: 2.33550 -3.19882 0.82488
H: 1.52457 -0.90125 -5.33181
C: -2.61713 -1.53726 -3.16098
C: 2.14484 -4.67681 -1.18321
Sb: 0.61441 -0.68541 -2.46769
H: -3.60918 -3.42790 3.33488
H: -1.20849 1.78555 -2.83356
C: -1.08750 -0.09136 4.30401
H: 1.77797 -5.23485 -0.32426
C: -0.72844 0.05915 2.99506
H: 3.22815 4.38965 -4.11055
C: 2.85153 1.07271 -3.59212
H: 4.41173 2.24538 -4.47726
C: 4.09632 -3.05914 -3.28570
C: 0.48842 -1.21185 -5.38973
H: 1.87243 -5.18309 -2.10464
H: 3.37265 0.13735 -3.76389
H: -6.58098 0.29080 1.89957
H: -3.53885 -2.07500 -3.37537
C: 1.52270 3.47227 -3.20162
C: 2.06348 2.88098 1.79131
C: -1.38139 -1.89990 -6.71839
H: -0.55970 1.99918 -1.19501
H: 0.57320 -1.50540 -7.50986
C: -0.04634 -1.54024 -6.62428
C: -4.25668 -2.61341 3.04264
C: 2.77787 3.45900 -3.79287
C: -5.92221 -0.50612 2.21430
C: -5.52677 -2.47622 3.57419
H: -4.31046 0.09784 0.93282
C: 2.78548 -2.78827 -3.30448
C: -1.67997 -1.58745 -4.33399
C: 3.44240 2.25976 -3.99799
H: 2.71997 3.65178 1.41462
C: -0.40030 0.65444 5.29265
C: -6.34858 -1.43474 3.16160
C: 0.00935 -3.64886 -1.32888
H: 2.33435 3.36256 3.85585
C: 3.33862 -0.39972 -0.61499
C: 1.44271 2.02084 0.88506
H: 4.97608 -2.52453 -0.00366
N: -1.34951 -0.47783 1.83636
C: -0.49691 2.36069 -2.23462
C: -0.31793 -1.26038 -4.25097
C: 0.90387 2.29367 -2.79025
C: -4.65682 -0.61040 1.67381
H: 3.21583 -4.54652 -1.12398
O: 1.06328 -1.65959 0.63643
C: 4.39117 -2.54256 -0.91648
H: 1.61854 2.11812 -0.18082
H: -5.88091 -3.19129 4.30349
H: 1.00233 4.41333 -3.07513
H: -2.89712 -0.50715 -2.92191
H: 2.43493 0.17891 -0.44367
H: 2.18993 -2.96656 -4.18957
H: -1.80515 -2.15454 -7.68043
H: 3.87110 0.03838 -1.45671
H: -2.19182 -1.98289 -2.26649
C: 0.56916 1.55684 4.95046
C: 1.59908 1.09159 -2.98252
H: -7.34328 -1.34732 3.57818
C: -2.18604 -1.91338 -5.59013
H: -0.85747 3.38723 -2.20760
H: 1.05670 2.15487 5.70865
H: 4.57620 -3.42360 -4.18547
H: 3.97260 -0.29617 0.26715
C: 4.90830 -2.97613 -2.06381
C: 0.93072 1.74099 3.58950
H: -1.89592 -0.75228 4.58836
O: -2.16861 -1.45903 -0.02380
H: 5.92811 -3.33432 -2.10492
N: 0.62456 1.04572 1.27575
N: 1.44964 -3.33896 -1.15557
C: 2.13615 -2.25124 -2.08413
S: -2.25778 -1.78972 1.48646
C: 3.03935 -1.86541 -0.87834
H: -0.67696 0.52512 6.32945
O: -1.64131 -3.02803 1.82571

Results
gap between HOMO and LUMO (spin up / spin down): 6.901 / 6.118 eV
charge: +3
2S+1: 4
relative energy (zero: lowest compared OMol25 entry of this formula, charge and spin): 5.2 kcal/mol
⟨S²⟩: 3.77

Mulliken atomic charge list, values in e, 2 entries: atom 1 (H): 0.4424, atom 2 (H): 0.4844

Entry 3:
2 unconnected molecules or ions with the total composition C4H8O2. Source: the Open Molecules 2025 dataset; level of theory: ωB97M-V with the def2-TZVPD basis set.

Element x y z (Å)
H: 0.35906 -0.80845 -1.84515
O: -0.42789 -0.45223 -2.27589
H: -0.28522 0.50345 -2.20326
C: -0.80577 -0.88148 1.02961
H: 2.16798 0.66876 -0.00300
H: -1.03829 1.89757 0.94133
C: 0.19857 0.11811 0.52245
O: -0.07455 2.08654 -0.81916
C: -0.34229 1.46926 0.19020
H: -1.68454 -0.89408 0.37589
H: 1.94725 -1.06860 0.63065
H: -1.13664 -0.64089 2.04668
H: -0.38186 -1.88905 1.04038
C: 1.50418 -0.10891 0.36925

Results
gap between HOMO and LUMO: 10.528 eV
SMILES: C=C(C)C=O.O
relative energy (zero: lowest compared OMol25 entry of this formula, charge and spin): 36.4 kcal/mol

natural (NBO) atomic charge list, values in e, 2 entries: atom 1 (H): 0.4666, atom 2 (O): -0.9490

Entry 4:
2 unconnected molecules or ions with the total composition C2ClNO3 at a distorted geometry. Source: the Open Molecules 2025 dataset; level of theory: ωB97M-V with the def2-TZVPD basis set.

Element x y z (Å)
O: -2.62761 0.70079 0.18246
C: 2.02900 0.35764 -0.94902
O: 3.00128 0.56990 -1.52262
C: -0.01962 -0.26388 0.27717
O: -0.55993 -0.97527 1.02252
N: 1.11939 0.04601 -0.22035
Cl: -2.94252 -0.43519 1.20984

Results
gap between HOMO and LUMO (spin up / spin down): 9.137 / 6.586 eV
relative energy (zero: lowest compared OMol25 entry of this formula, charge and spin): 90.0 kcal/mol

natural (NBO) atomic charge list, values in e, 2 entries: atom 1 (O): -0.5723, atom 2 (C): 0.9232